[1]
# C23H49FN3O7PS

C23H49FN3O7PS as an isolated structure in a non-equilibrium geometry (wB97M-V/def2-TZVPD, the OMol25 dataset).

ORCA input file:
```
! RIJCOSX wB97M-V def2-TZVPD def2/J DEFGRID3
* xyz 0 1
N -5.796 -0.064 -5.581
P -5.495 0.356 -4.069
O -5.636 2.067 -3.935
O -6.549 -0.391 -2.930
C -3.742 -0.211 -3.568
C -3.120 -1.484 -4.244
C -1.680 -2.058 -3.855
C -0.876 -1.292 -2.758
C 0.577 -1.788 -2.250
C 0.365 -2.163 -0.672
F -1.031 -2.480 -0.377
C -1.498 0.008 -2.118
N -0.962 0.914 -1.122
S -2.124 2.146 -0.787
N -3.458 1.752 -1.831
C -2.923 0.582 -2.482
H -6.615 -0.704 -5.602
H -6.194 2.306 -3.158
H -7.482 -0.366 -3.242
H -3.782 -1.978 -5.048
H -1.287 -3.010 -4.366
H 1.367 -0.950 -2.372
H 0.950 -2.717 -2.833
H 0.966 -3.082 -0.359
H 0.672 -1.219 -0.091
C -1.844 -5.480 0.883
C -0.662 -5.687 1.817
C -1.116 -6.163 3.188
O 0.055 -4.462 1.953
H -2.523 -4.717 1.277
H -1.505 -5.128 -0.094
H -2.405 -6.409 0.745
H 0.025 -6.419 1.383
H -1.770 -5.423 3.661
H -0.257 -6.296 3.852
H -1.655 -7.111 3.119
H -0.545 -3.807 2.337
C 1.087 5.118 -4.549
C 0.221 3.940 -4.970
C -0.759 3.554 -3.874
O 1.055 2.824 -5.275
H 1.681 4.868 -3.663
H 1.794 5.377 -5.341
H 0.476 5.996 -4.323
H -0.328 4.195 -5.881
H -0.228 3.250 -2.965
H -1.366 2.699 -4.185
H -1.425 4.385 -3.628
H 1.545 2.591 -4.475
C 1.304 5.174 -0.349
C 0.906 4.766 1.060
C 2.068 4.918 2.030
O 0.467 3.409 1.055
H 2.117 4.542 -0.724
H 0.463 5.049 -1.038
H 1.630 6.217 -0.382
H 0.065 5.378 1.396
H 2.906 4.277 1.738
H 1.770 4.610 3.036
H 2.416 5.953 2.069
H 1.205 2.857 0.758
C 2.880 -3.373 3.592
C 3.809 -2.804 2.530
C 5.202 -3.404 2.639
O 3.892 -1.387 2.674
H 3.250 -3.144 4.598
H 1.885 -2.927 3.512
H 2.786 -4.457 3.493
H 3.398 -3.006 1.536
H 5.651 -3.175 3.611
H 5.864 -2.981 1.877
H 5.176 -4.490 2.514
H 4.255 -1.197 3.550
C 0.346 1.737 5.349
C 0.575 0.629 4.333
C 1.966 0.712 3.726
O -0.400 0.726 3.297
H 0.430 2.722 4.877
H -0.662 1.672 5.768
H 1.070 1.679 6.167
H 0.442 -0.344 4.815
H 2.106 1.661 3.198
H 2.113 -0.082 2.991
H 2.739 0.623 4.495
H -0.291 1.585 2.864
*
```

Summary:
E_HOMO = -8.6 eV
Lowest unoccupied orbital energy = -1.35 eV

How positive or negative is each atom? The Mulliken charges in e answer that: number 1, N, carries -0.770; number 2, P, carries 0.848; number 3, O, carries -0.497; number 4, O, carries -0.558; number 5, C, carries 0.272; number 6, C, carries -0.482; number 7, C, carries -0.913; number 8, C, carries 0.430; number 9, C, carries -0.733; number 10, C, carries 0.037; number 11, F, carries -0.337; number 12, C, carries 0.353; number 13, N, carries -0.326; number 14, S, carries 0.238; number 15, N, carries -0.544; number 16, C, carries 0.451; number 17, H, carries 0.215; number 18, H, carries 0.318; number 19, H, carries 0.316; number 20, H, carries 0.399; number 21, H, carries 0.292; number 22, H, carries 0.278; number 23, H, carries 0.339; number 24, H, carries 0.216; number 25, H, carries 0.134; number 26, C, carries -1.202; number 27, C, carries 0.325; number 28, C, carries -1.348; number 29, O, carries -0.373; number 30, H, carries 0.322; number 31, H, carries 0.235; number 32, H, carries 0.426; number 33, H, carries 0.255; number 34, H, carries 0.352; number 35, H, carries 0.309; number 36, H, carries 0.404; number 37, H, carries 0.288; number 38, C, carries -1.080; number 39, C, carries 0.265; number 40, C, carries -0.792; number 41, O, carries -0.554; number 42, H, carries 0.123; number 43, H, carries 0.337; number 44, H, carries 0.352; number 45, H, carries 0.334; number 46, H, carries 0.052; number 47, H, carries 0.247; number 48, H, carries 0.406; number 49, H, carries 0.340; number 50, C, carries -1.254; number 51, C, carries 0.323; number 52, C, carries -1.261; number 53, O, carries -0.370; number 54, H, carries 0.340; number 55, H, carries 0.233; number 56, H, carries 0.445; number 57, H, carries 0.279; number 58, H, carries 0.330; number 59, H, carries 0.227; number 60, H, carries 0.425; number 61, H, carries 0.291; number 62, C, carries -1.113; number 63, C, carries 0.578; number 64, C, carries -1.430; number 65, O, carries -0.534; number 66, H, carries 0.409; number 67, H, carries 0.161; number 68, H, carries 0.389; number 69, H, carries 0.096; number 70, H, carries 0.354; number 71, H, carries 0.347; number 72, H, carries 0.387; number 73, H, carries 0.353; number 74, C, carries -1.312; number 75, C, carries 0.474; number 76, C, carries -0.716; number 77, O, carries -0.525; number 78, H, carries 0.187; number 79, H, carries 0.347; number 80, H, carries 0.387; number 81, H, carries 0.282; number 82, H, carries 0.052; number 83, H, carries 0.174; number 84, H, carries 0.345; number 85, H, carries 0.305

=====

[2]
# C35H25CoN4O2PS2

C35H25CoN4O2PS2 as an isolated structure (wB97M-V/def2-TZVPD, the OMol25 dataset).

ORCA input file:
```
! RIJCOSX wB97M-V def2-TZVPD def2/J DEFGRID3
* xyz -2 2
Co 0.471 0.225 0.669
O 0.370 2.203 0.080
C -0.170 2.676 -0.975
C 0.132 4.008 -1.395
C -0.485 4.587 -2.479
C -1.444 3.893 -3.230
C -1.742 2.596 -2.856
C -1.129 1.971 -1.769
C -1.562 0.617 -1.448
N -1.099 -0.098 -0.503
N -1.739 -1.337 -0.307
C -1.003 -2.033 0.521
O 0.096 -1.684 1.046
C -1.521 -3.404 0.891
C -2.749 -3.871 0.437
C -3.201 -5.129 0.812
C -2.428 -5.930 1.644
C -1.201 -5.465 2.098
C -0.750 -4.204 1.724
H 0.876 4.543 -0.817
H -0.221 5.603 -2.757
H -1.932 4.353 -4.080
H -2.483 2.032 -3.416
H -2.376 0.192 -2.039
H -3.334 -3.231 -0.210
H -4.161 -5.485 0.456
H -2.782 -6.912 1.938
H -0.593 -6.083 2.748
H 0.199 -3.812 2.067
S 1.989 0.221 2.519
C 3.595 0.064 1.872
C 4.683 -0.028 2.742
C 5.997 -0.146 2.300
C 7.070 -0.241 3.256
N 7.920 -0.320 4.030
C 6.244 -0.175 0.921
C 5.177 -0.097 0.040
C 3.839 0.010 0.461
S 2.580 0.092 -0.709
C 7.589 -0.279 0.404
N 8.661 -0.357 -0.011
H 4.492 -0.002 3.809
H 5.373 -0.122 -1.024
C -0.286 2.928 3.025
P -1.146 1.467 2.347
C -2.592 2.189 1.486
C -2.674 3.526 1.112
C -3.738 3.986 0.342
C -4.736 3.112 -0.059
C -4.659 1.770 0.300
C -3.591 1.312 1.054
C -1.931 0.837 3.896
C -1.381 -0.318 4.450
C -1.887 -0.844 5.633
C -2.956 -0.229 6.270
C -3.519 0.918 5.720
C -3.008 1.446 4.542
H -0.986 3.622 3.498
H 0.269 3.407 2.220
H 0.429 2.560 3.761
H -1.880 4.211 1.386
H -3.770 5.025 0.036
H -5.558 3.466 -0.670
H -5.419 1.072 -0.033
H -3.508 0.254 1.284
H -0.548 -0.802 3.947
H -1.447 -1.741 6.051
H -3.354 -0.644 7.188
H -4.359 1.399 6.208
H -3.457 2.336 4.114
*
```

Summary:
Energy relative to the best compared isomer or geometry (same formula, charge and spin) = 0.0 kJ/mol
E_HOMO (spin up / spin down) = -1.3 / -1.3 eV
Lowest unoccupied orbital energy (spin up / spin down) = 4.22 / 4.22 eV

How positive or negative is each atom? The natural (NBO) charges in e answer that: number 1, Co, carries 1.042; number 2, O, carries -0.760; number 3, C, carries 0.413; number 4, C, carries -0.268; number 5, C, carries -0.210; number 6, C, carries -0.334; number 7, C, carries -0.146; number 8, C, carries -0.241; number 9, C, carries 0.117; number 10, N, carries -0.322; number 11, N, carries -0.482; number 12, C, carries 0.533; number 13, O, carries -0.714; number 14, C, carries -0.003; number 15, C, carries -0.212; number 16, C, carries -0.234; number 17, C, carries -0.234; number 18, C, carries -0.226; number 19, C, carries -0.209; number 20, H, carries 0.202; number 21, H, carries 0.187; number 22, H, carries 0.190; number 23, H, carries 0.189; number 24, H, carries 0.173; number 25, H, carries 0.233; number 26, H, carries 0.195; number 27, H, carries 0.193; number 28, H, carries 0.199; number 29, H, carries 0.249; number 30, S, carries -0.363; number 31, C, carries -0.185; number 32, C, carries -0.133; number 33, C, carries -0.230; number 34, C, carries 0.320; number 35, N, carries -0.408; number 36, C, carries -0.192; number 37, C, carries -0.188; number 38, C, carries -0.159; number 39, S, carries -0.372; number 40, C, carries 0.323; number 41, N, carries -0.400; number 42, H, carries 0.207; number 43, H, carries 0.218; number 44, C, carries -0.958; number 45, P, carries 0.918; number 46, C, carries -0.349; number 47, C, carries -0.204; number 48, C, carries -0.214; number 49, C, carries -0.226; number 50, C, carries -0.241; number 51, C, carries -0.136; number 52, C, carries -0.343; number 53, C, carries -0.199; number 54, C, carries -0.205; number 55, C, carries -0.229; number 56, C, carries -0.250; number 57, C, carries -0.144; number 58, H, carries 0.200; number 59, H, carries 0.267; number 60, H, carries 0.258; number 61, H, carries 0.218; number 62, H, carries 0.203; number 63, H, carries 0.197; number 64, H, carries 0.202; number 65, H, carries 0.221; number 66, H, carries 0.251; number 67, H, carries 0.205; number 68, H, carries 0.196; number 69, H, carries 0.196; number 70, H, carries 0.202

=====

[3]
# C3H12N2O2

C3H12N2O2 as an isolated structure in a non-equilibrium geometry (wB97M-V/def2-TZVPD, the OMol25 dataset).

ORCA input file:
```
! RIJCOSX wB97M-V def2-TZVPD def2/J DEFGRID3
* xyz 0 1
C 1.534 2.055 -0.339
C 0.858 0.736 -0.434
C -0.507 0.694 -0.201
N -1.394 -0.440 -0.155
N 1.761 -0.409 -0.508
H 2.181 2.182 0.514
H 2.058 2.262 -1.237
H 0.748 2.863 -0.159
H -0.992 1.673 0.026
H -0.856 -1.403 0.078
H -2.260 0.039 0.183
H 1.154 -1.377 -0.430
H 2.248 -0.518 -1.377
H -1.305 4.009 0.788
H -1.935 -4.424 0.717
O -0.944 3.334 0.238
H -2.543 -4.986 0.732
H 0.249 -3.375 1.170
O -0.055 -2.915 0.393
*
```

Summary:
Energy relative to the best compared isomer or geometry (same formula, charge and spin) = 890.6 kJ/mol
E_HOMO = -8.7 eV
Lowest unoccupied orbital energy = -4.35 eV

How positive or negative is each atom? The natural (NBO) charges in e answer that: number 1, C, carries -0.770; number 2, C, carries 0.426; number 3, C, carries 0.034; number 4, N, carries -0.591; number 5, N, carries -0.704; number 6, H, carries 0.273; number 7, H, carries 0.248; number 8, H, carries 0.348; number 9, H, carries 0.329; number 10, H, carries 0.498; number 11, H, carries 0.438; number 12, H, carries 0.460; number 13, H, carries 0.415; number 14, H, carries 0.444; number 15, H, carries 0.041; number 16, O, carries -1.098; number 17, H, carries -0.051; number 18, H, carries 0.449; number 19, O, carries -1.189